[1]
Formula: C42H57F3I2N7O14S
Source: the Open Molecules 2025 dataset
Level of theory: wB97M-V/def2-TZVPD

total charge = +1
electronic energy = -4363.7421 hartree
multiplicity = 1

Geometry as XYZ:
```
126
C42H57F3I2N7O14S, DFT wB97M-V/def2-TZVPD
C 2.76802 -1.14387 3.55815
C 2.70247 -0.62828 2.11500
C 1.32872 -0.84785 1.49091
F 0.68287 0.38163 1.37561
N 1.24902 -1.48397 0.19766
C 2.21908 -1.85804 -0.69386
N 3.11339 -2.79309 -0.42294
C 3.14511 -3.43898 0.90773
C 3.19873 -4.97745 0.86390
O 4.17785 -5.55538 0.60473
O 2.04649 -5.60641 1.13487
C 4.14107 -3.39748 -1.34321
F 3.50324 -4.50264 -1.85872
C 4.89632 -2.62209 -2.39996
C 6.31746 -2.28204 -1.93375
N 2.08338 -1.32403 -1.97759
C 2.52391 0.09528 -2.11758
I 4.35696 0.42479 -0.98922
C 1.69430 1.38338 -1.79552
C 0.22770 1.37956 -1.41772
I 1.94009 2.71657 -3.48374
C 0.86331 -1.84569 -2.70592
C 0.63197 -0.99270 -3.95610
C -0.32544 -1.58263 -5.00884
C -1.34028 -0.56284 -5.53577
C -2.52459 -1.23450 -6.23670
S -2.26523 -1.42422 -7.99480
O -2.93863 -2.60890 -8.42371
O -0.88175 -1.22701 -8.29018
O -3.00076 -0.15066 -8.60237
C 1.27430 -3.25534 -3.20655
O 2.41640 -3.09036 -4.02944
N 2.37169 -4.05401 -5.14404
O 2.76123 -3.55841 -6.10496
C -0.39748 -2.08311 -1.75556
F -0.80400 -3.40076 -1.95731
C -1.67972 -1.25914 -2.07174
O -2.56007 -2.01137 -2.86696
C -3.78810 -1.32161 -3.04247
C -0.09718 -2.01097 -0.19435
C -0.33011 -3.36872 0.47744
C -1.81841 -3.67028 0.73438
H 3.80031 -1.19493 3.90423
H 2.25933 -0.44229 4.22293
H 2.28076 -2.11382 3.68461
H 3.51784 -1.03944 1.52889
H 2.86703 0.45052 2.13183
H 0.69867 -1.40339 2.19556
H 4.06559 -3.12415 1.40465
H 2.30393 -3.09609 1.49487
H 1.58435 -5.20637 1.88432
H 4.89198 -3.80382 -0.66390
H 4.99780 -3.33918 -3.21862
H 4.37022 -1.77923 -2.82982
H 6.33750 -1.87155 -0.92372
H 6.93047 -3.18601 -1.93874
H 6.77150 -1.56227 -2.61353
H 2.93083 0.17251 -3.12045
H 2.20975 1.96921 -1.04367
H -0.43061 1.48590 -2.27462
H -0.06061 0.52921 -0.81245
H 0.05552 2.26791 -0.80502
H 0.30739 0.02062 -3.72110
H 1.60929 -0.87816 -4.42552
H -0.86580 -2.45924 -4.65270
H 0.26892 -1.89189 -5.87321
H -1.72320 0.06995 -4.72999
H -0.84250 0.10516 -6.24187
H -3.40489 -0.59930 -6.11458
H -2.78024 -2.21394 -5.83438
H -3.89494 -0.07447 -8.23752
H 0.46835 -3.71193 -3.77369
H 1.47846 -3.92306 -2.36921
H -1.45493 -0.32257 -2.56944
H -2.18830 -1.01534 -1.12854
H -3.64049 -0.26944 -3.31571
H -4.41960 -1.40429 -2.15642
H -4.31955 -1.81341 -3.85715
H -0.82281 -1.32242 0.23963
H 0.16424 -4.18933 -0.03969
H 0.15997 -3.29525 1.45693
H -2.47518 -3.00925 0.16811
H -2.06223 -4.68333 0.41593
H -2.05889 -3.59907 1.79485
C 4.26767 5.26789 4.49184
C 4.92924 5.15269 3.27573
C 4.26167 4.66209 2.16580
C 2.93361 4.29917 2.30795
C 2.25498 4.40488 3.50963
C 2.93448 4.89433 4.61373
N 2.21820 3.78400 1.13462
O 2.84003 3.66940 0.09168
O 1.04670 3.48123 1.25760
H 4.79252 5.65492 5.35520
H 5.96598 5.44711 3.18906
H 4.75663 4.56436 1.21151
H 1.21853 4.10931 3.57711
H 2.44094 4.99287 5.57202
C -7.76104 2.64390 0.00447
C -6.54741 1.97270 -0.07545
C -6.50326 0.67025 -0.54552
C -7.68608 0.06653 -0.93040
C -8.90611 0.71186 -0.85541
C -8.93647 2.01388 -0.38142
N -7.65025 -1.31385 -1.44932
O -6.56966 -1.87785 -1.49716
O -8.69652 -1.80882 -1.80393
H -7.79052 3.66199 0.36872
H -5.63353 2.46488 0.22809
H -5.57032 0.13141 -0.61201
H -9.80901 0.20599 -1.16202
H -9.88050 2.53656 -0.31605
C -2.63128 5.48455 9.53703
C -2.08991 4.22218 9.74378
C -0.83121 3.91619 9.25295
C -0.13974 4.89468 8.56222
C -0.65785 6.15753 8.33984
C -1.91878 6.44799 8.83485
N 1.20561 4.58219 8.05523
O 1.64223 3.46467 8.23676
O 1.81191 5.46698 7.47438
H -3.61225 5.71950 9.92768
H -2.64651 3.47480 10.29190
H -0.39200 2.94200 9.40514
H -0.08661 6.89426 7.79594
H -2.34270 7.42963 8.67538
```


[2]
Formula: C10H40O10
Source: the Open Molecules 2025 dataset
Level of theory: wB97M-V/def2-TZVPD

SMILES = CO.CO.CO.CO.CO.CO.CO.CO.CO.CO
ΔE to the lowest compared entry with this formula, charge and spin = 437.2 kJ/mol
electronic energy = -1157.1854 hartree
multiplicity = 1

Geometry as XYZ:
```
60
C10H40O10, DFT wB97M-V/def2-TZVPD
C -3.32332 1.26006 -0.85927
O -2.39684 0.25253 -0.52622
H -3.09778 2.12893 -0.21192
H -3.06979 1.61359 -1.88527
H -4.34773 1.01393 -0.72481
H -2.78252 -0.60054 -0.79119
C -0.46265 -1.94357 1.11685
O 0.90346 -1.50368 0.96303
H -0.41099 -2.18379 2.20957
H -1.11432 -1.15670 0.83910
H -0.68532 -2.85789 0.53621
H 1.02663 -1.24158 0.03044
C 3.88258 0.56098 1.88425
O 3.17471 -0.38953 2.69677
H 4.90372 0.60969 2.16990
H 3.89809 0.17703 0.85342
H 3.35826 1.50962 1.85971
H 2.48433 -0.83224 2.18042
C 3.33839 -3.58957 -1.14066
O 3.23665 -2.53129 -0.22108
H 3.80544 -3.18115 -1.99305
H 4.02129 -4.34911 -0.78132
H 2.37689 -4.06717 -1.40386
H 2.36013 -2.52580 0.21185
C -0.91113 -3.77769 -3.43208
O -2.03917 -3.44275 -4.29370
H -0.77550 -2.89388 -2.79315
H -1.12988 -4.68395 -2.80538
H -0.05979 -3.91919 -4.03963
H -1.91320 -3.78782 -5.19818
C -4.91764 -2.14073 -0.48403
O -3.46254 -2.14756 -0.40882
H -5.29928 -1.35371 -1.18307
H -5.19064 -3.12080 -0.81799
H -5.25807 -1.96410 0.55328
H -3.05587 -2.61167 -1.12777
C 0.42002 2.41081 1.25300
O 1.05157 3.57528 0.92678
H -0.29556 2.09890 0.44610
H 1.08475 1.52461 1.44046
H -0.22753 2.42336 2.06048
H 1.19017 4.02378 1.78450
C 1.55409 2.25496 5.17062
O 1.11784 1.22951 4.33493
H 1.58047 3.23623 4.70646
H 0.86619 2.32494 6.02078
H 2.52963 1.89831 5.61218
H 1.88224 0.77835 3.96661
C -1.50839 5.54668 -0.52554
O -0.77102 4.48486 -1.12621
H -1.89980 6.24491 -1.28476
H -2.42452 5.19168 0.05556
H -0.92239 6.08808 0.19426
H -0.15318 4.09123 -0.49548
C 1.04540 0.24073 -2.81826
O 1.54907 -0.72010 -1.90638
H 0.44206 0.99233 -2.33718
H 1.93923 0.67754 -3.40553
H 0.41635 -0.33551 -3.46744
H 2.46671 -0.61033 -1.58832
```


[3]
Formula: C8H12N3
Source: the Open Molecules 2025 dataset
Level of theory: wB97M-V/def2-TZVPD

total charge = +1
ΔE to the lowest compared entry with this formula, charge and spin = 191.7 kJ/mol
electronic energy = -475.8698 hartree
expectation value of S² = 2.01
multiplicity = 3

Geometry as XYZ:
```
23
C8H12N3, DFT wB97M-V/def2-TZVPD
C 3.23364 -1.12026 0.10906
C 3.35895 0.23466 0.02380
C 1.25146 -0.30182 -0.25704
C -2.76212 -0.08118 -0.41902
C -3.81285 -0.15177 0.40522
C -1.41076 -0.32180 0.02281
C 4.53512 1.12231 0.13755
C -5.20124 0.14643 -0.00255
N -0.50490 -0.07829 -0.81539
N 2.08894 0.71741 -0.21386
N 1.90628 -1.43089 -0.08026
H 3.97892 -1.86793 0.28388
H -2.87135 0.20006 -1.46029
H -3.67080 -0.43474 1.44116
H -1.27398 -0.66526 1.04827
H 5.43148 0.53455 0.30138
H 4.66159 1.70462 -0.77510
H 4.41442 1.81879 0.96585
H -5.82017 -0.74569 0.10685
H -5.62406 0.90454 0.65867
H -5.25410 0.49008 -1.03215
H 1.83559 1.68528 -0.35491
H 1.50996 -2.35909 -0.09392
```